One molecule with the formula C11H18 at a distorted geometry. Source: the Open Molecules 2025 dataset; level of theory: ωB97M-V/def2-TZVPD.

## Properties
SMILES ... C1C[C@@H]2C[C@H]3CC[C@@H]2[C@@H](C1)C3
Frontier orbital gap ... 0.382 hartree
E_LUMO ... 0.989 eV
ΔE to the lowest compared entry with this formula, charge and spin ... 32.59 kcal/mol
Largest force on an atom ... 0.1011 Eh/bohr

Geometry as XYZ:
```
29
Properties=species:S:1:pos:R:3:forces:R:3:nbo_charge:R:1
C 2.5324 0.1018 0.0045 1.346 -0.526 -0.454 -0.41
C 1.8678 -1.3346 -0.0298 1.191 -0.758 1.041 -0.41
C 0.3538 -1.2357 0.1492 -1.015 -0.309 0.599 -0.23
C -0.4017 -0.9950 -1.2316 2.793 -0.570 0.763 -0.41
C -1.4376 0.0638 -1.0499 -2.700 -0.064 -0.479 -0.23
C -2.4033 -0.4314 0.1065 1.533 -0.653 -1.353 -0.40
C -1.5594 -0.1294 1.3619 -0.620 -1.307 2.343 -0.42
C -0.0157 -0.0967 1.1092 -1.344 0.867 -1.988 -0.19
C 0.2341 1.2758 0.3559 -1.633 -1.639 1.539 -0.25
C 1.6142 1.3755 -0.1274 2.985 0.735 -0.429 -0.40
C -0.9354 1.4213 -0.6497 4.047 -0.963 -3.115 -0.38
H 3.0402 0.0968 1.0316 -0.547 0.501 -1.553 0.20
H 3.3696 0.1488 -0.8050 -1.332 0.063 1.554 0.22
H 2.4322 -1.8457 0.8438 -1.469 0.400 -1.116 0.21
H 2.1137 -2.0300 -0.8803 -0.168 1.137 0.333 0.21
H -0.0834 -2.1073 0.6619 0.442 -0.290 -0.448 0.21
H -0.8920 -1.9347 -1.5433 0.475 0.419 -0.173 0.22
H 0.5233 -0.7569 -1.8694 -1.894 -0.011 -0.045 0.21
H -1.9757 0.2201 -2.0086 -0.057 -0.430 0.514 0.21
H -2.6721 -1.5077 -0.0759 0.458 0.801 0.456 0.20
H -3.3379 0.1036 0.0931 -0.270 0.400 0.111 0.21
H -1.9266 0.8446 1.7678 0.538 -0.627 -0.097 0.21
H -1.7847 -0.9089 2.1844 0.279 1.130 -1.120 0.21
H 0.5720 -0.1878 2.0085 0.039 0.182 0.479 0.21
H 0.0546 1.9658 1.1518 0.007 0.992 0.353 0.20
H 1.5637 1.6945 -1.1917 0.472 -0.013 0.617 0.21
H 2.1830 2.1665 0.5007 -0.884 -0.944 -1.386 0.21
H -0.6737 1.9220 -1.6636 0.213 -0.340 1.818 0.20
H -1.6013 2.0241 -0.1984 -2.887 1.814 1.238 0.20
```
Positions in Å, forces in eV/Å.

C41H35ClLuN2Si2 as an isolated structure at a distorted geometry. Source: the Open Molecules 2025 dataset; level of theory: ωB97M-V/def2-TZVPD.

## Properties
Frontier orbital gap (alpha / beta) ... 0.221 / 0.215 hartree
Charge ... +1
E_LUMO (alpha / beta) ... -3.551 / -3.613 eV
ΔE to the lowest compared entry with this formula, charge and spin ... 39.83 kcal/mol
Largest force on an atom ... 0.1460 Eh/bohr

Geometry as XYZ:
```
82
Properties=species:S:1:pos:R:3:forces:R:3:lowdin_charge:R:1
C -0.9009 -2.3268 0.6325 -0.513 -0.340 -0.281 -0.20
C -1.7334 -1.5604 -0.2341 -0.232 -0.522 0.020 -0.20
C -2.0823 -2.3786 -1.3514 0.222 -0.230 0.572 -0.20
H -2.1417 -0.5707 -0.0226 0.288 -0.350 -0.139 0.11
C -1.4536 -3.6498 -1.1807 -0.182 0.208 0.528 -0.22
C -0.7239 -3.6174 0.0495 -0.689 0.300 -0.143 -0.21
H -0.1982 -4.4585 0.5037 -0.093 0.354 -0.275 0.11
H -0.5562 -2.0167 1.6209 0.033 -0.061 -0.458 0.12
H -2.7704 -2.1032 -2.1504 0.255 -0.085 0.220 0.11
H -1.5785 -4.5177 -1.8294 0.214 0.396 0.186 0.11
Lu 0.4513 -1.9902 -1.5228 -0.420 -1.625 4.338 1.27
Si 1.1008 3.6391 -3.4305 -2.095 0.318 0.351 0.73
C 0.0112 4.6414 -4.5349 -0.148 0.367 0.035 -0.34
C 0.3973 4.8922 -5.8579 -0.405 0.021 -0.028 -0.10
H 1.3741 4.5489 -6.2115 -0.334 0.123 0.030 0.10
C -0.4773 5.5479 -6.7271 0.044 -0.055 0.067 -0.08
H -0.1788 5.7104 -7.7645 -0.127 0.026 0.299 0.11
C -1.7314 5.9716 -6.2759 0.231 -0.155 0.097 -0.08
H -2.4137 6.4684 -6.9651 0.157 -0.099 0.204 0.11
C -2.1043 5.7566 -4.9464 0.025 -0.063 0.122 -0.08
H -3.0804 6.0908 -4.5875 0.309 -0.050 -0.145 0.11
C -1.2308 5.1038 -4.0702 -0.056 0.054 -0.540 -0.12
H -1.5176 4.9447 -3.0262 0.043 0.074 -0.322 0.10
C 0.5837 1.8690 -3.6103 -0.830 0.517 0.021 -0.32
C -0.7583 1.5403 -3.7013 0.500 1.424 0.228 -0.12
H -1.5186 2.3230 -3.6879 0.132 -0.208 -0.202 0.12
C -1.1375 0.1957 -3.8908 -1.361 -0.330 0.761 -0.14
H -2.1558 -0.0635 -4.1842 0.361 -0.073 0.139 0.14
C -0.3027 -0.8372 -3.3165 -0.811 -0.990 0.820 -0.36
H -0.6497 -1.9054 -3.2919 -0.061 0.959 -0.685 0.10
C 1.1455 -0.4816 -3.1807 1.425 -0.993 0.792 -0.32
H 1.9202 -1.2364 -2.9071 -0.254 0.564 -0.646 0.09
C 1.5254 0.8007 -3.7275 0.696 0.321 0.524 -0.16
H 2.5793 1.0334 -3.8942 -0.293 -0.372 0.131 0.14
H 0.8282 4.0448 -2.0386 0.064 0.007 0.233 -0.02
Si 0.5191 -0.5725 -4.9039 0.977 0.166 -7.439 0.66
C 0.9131 -2.1091 -5.9484 0.233 0.100 0.943 -0.23
C 0.0658 -2.4124 -7.0220 -0.061 -0.124 -0.252 -0.08
H -0.7855 -1.7612 -7.2396 0.246 -0.253 0.007 0.10
C 0.3239 -3.5116 -7.8460 0.185 0.074 0.311 -0.07
H -0.3175 -3.7110 -8.7059 0.159 0.008 0.304 0.11
C 1.4154 -4.3446 -7.5635 -0.029 0.267 0.225 -0.07
H 1.6056 -5.2216 -8.1830 -0.045 0.240 0.180 0.11
C 2.2707 -4.0399 -6.4972 -0.041 0.157 -0.227 -0.07
H 3.1201 -4.6864 -6.2687 -0.224 0.224 -0.148 0.11
C 2.0454 -2.8952 -5.7271 -0.075 -0.432 -0.050 -0.14
H 2.7466 -2.6278 -4.9350 -0.203 -0.237 -0.155 0.08
C 0.3106 0.6009 -6.4226 -0.255 -0.036 0.502 -0.24
C -0.9296 1.0838 -6.8402 0.032 0.477 -0.345 -0.09
H -1.8582 0.7515 -6.3679 0.315 0.156 -0.064 0.10
C -1.0092 2.0225 -7.8752 0.098 -0.217 0.035 -0.07
H -1.9830 2.4221 -8.1602 0.273 -0.099 -0.008 0.11
C 0.1518 2.4433 -8.5267 0.012 -0.097 0.139 -0.09
H 0.0898 3.1788 -9.3313 0.038 -0.243 0.234 0.11
C 1.3905 1.9216 -8.1423 -0.065 -0.110 0.138 -0.07
H 2.3022 2.2300 -8.6565 -0.264 -0.063 0.119 0.11
C 1.4683 1.0045 -7.0864 -0.062 0.298 -0.370 -0.08
H 2.4443 0.6040 -6.7953 -0.242 0.127 -0.073 0.11
H 2.4251 3.9040 -3.7433 2.064 -0.001 -0.436 -0.04
Cl 1.4305 -3.9259 -2.6495 0.329 -0.049 -0.251 0.06
C 3.5337 -3.5933 1.6281 0.041 0.285 0.001 -0.02
C 2.6926 -3.4227 0.5208 -0.335 1.061 -0.305 -0.11
N 2.1549 -2.2295 0.1914 0.660 -0.249 0.333 0.00
C 2.4434 -1.1370 0.9592 0.218 -0.599 0.364 -0.13
C 3.3214 -1.2302 2.0785 -0.675 0.145 -0.832 -0.14
C 3.8749 -2.4884 2.3879 -0.149 -0.173 -0.157 0.02
C 3.5367 -0.0594 2.8703 -0.247 0.986 0.158 0.00
C 2.8674 1.1134 2.6201 0.673 -0.480 0.503 -0.01
C 1.9253 1.2309 1.5508 0.006 -0.949 -0.545 -0.14
C 1.1398 2.3778 1.3340 -0.371 -0.106 -0.410 0.03
C 0.1432 2.3420 0.3672 0.395 0.044 0.346 -0.03
C -0.0234 1.1814 -0.3937 0.791 -0.678 -0.262 -0.11
N 0.7892 0.1129 -0.2940 -0.133 0.590 0.643 0.03
C 1.7359 0.1056 0.6957 -0.580 0.489 -0.038 -0.12
H 3.8951 -4.5928 1.8531 0.048 0.253 0.011 0.12
H 2.4382 -4.2480 -0.1474 0.060 0.223 0.254 0.07
H 4.5470 -2.5661 3.2419 -0.160 -0.075 -0.180 0.13
H 4.2304 -0.1337 3.7092 -0.209 0.104 -0.205 0.13
H 3.0129 1.9895 3.2584 0.053 -0.364 -0.163 0.13
H 1.3153 3.2606 1.9484 -0.132 -0.172 -0.160 0.13
H -0.5046 3.1908 0.1662 0.138 -0.135 0.175 0.11
H -0.8233 1.1162 -1.1400 0.419 0.031 0.297 0.11
```
Positions in Å, forces in eV/Å.